Computed, not measured: a single C6H5I2PS molecule in a non-equilibrium geometry, with the ωB97M-V functional and the def2-TZVPD basis.

XYZ file:
```
15
Properties=species:S:1:pos:R:3:mulliken_charge:R:1
C 0.664 -2.143 -0.143 -0.333
C 1.405 -1.283 0.644 -0.533
C -0.523 -1.701 -0.770 -0.630
C 1.048 0.093 0.701 -0.441
C -0.900 -0.396 -0.630 -0.070
C -0.127 0.479 0.065 1.049
P -0.421 2.292 0.047 0.096
S 0.827 3.419 -0.899 -0.257
I -0.752 3.132 2.329 0.095
I -3.224 2.412 -0.880 -0.116
H 1.024 -3.243 -0.321 0.243
H 2.260 -1.687 1.162 0.372
H -1.062 -2.254 -1.433 0.475
H 1.717 0.854 1.124 0.319
H -1.934 0.025 -0.995 -0.268
```

Properties
Orbital gap: 0.26300 Eh
Relative energy (zero: lowest compared OMol25 entry of this formula, charge and spin): 0.00 kcal/mol
Total energy: -1566.57453 Eh
Max |F|: 0.0706 Eh/bohr
SMILES: S=P(I)(I)c1ccccc1

Computed, not measured: a molecular structure, C37H35ClN6OSTc, with the ωB97M-V functional and the def2-TZVPD basis.

XYZ file:
```
82
Properties=species:S:1:pos:R:3:lowdin_spin:R:1
Tc -1.435 -0.947 -0.872 0.901
N -5.741 -1.185 -1.605 0.001
C -4.395 -1.333 -1.402 0.009
S -3.395 0.076 -1.625 0.010
N -3.976 -2.531 -1.117 0.006
N -2.593 -2.629 -0.978 0.010
C -2.201 -3.854 -0.929 0.001
C -0.830 -4.349 -0.823 0.001
C -0.722 -5.742 -0.973 -0.001
C 0.479 -6.418 -0.945 0.001
C 1.648 -5.695 -0.774 -0.001
C 1.585 -4.323 -0.612 0.001
C 0.368 -3.645 -0.615 0.000
O 0.371 -2.268 -0.414 0.014
H -6.108 -0.255 -1.504 0.000
H -6.318 -1.938 -1.266 0.000
H -2.966 -4.618 -1.031 0.000
H -1.639 -6.299 -1.120 0.000
H 0.503 -7.492 -1.066 0.000
H 2.611 -6.188 -0.769 0.000
H 2.499 -3.766 -0.506 0.000
C -1.445 3.811 1.433 0.000
C -0.026 4.133 1.815 0.001
C 0.223 5.048 2.836 0.000
C 1.508 5.398 3.215 0.001
C 2.594 4.822 2.572 0.000
C 2.376 3.889 1.575 0.001
C 1.081 3.545 1.194 0.001
N 0.924 2.606 0.146 0.009
C 0.083 1.520 0.169 0.019
N -0.154 1.056 1.417 0.007
C -1.141 0.168 1.941 -0.003
C -1.833 -0.755 1.137 -0.009
C -2.797 -1.520 1.822 -0.001
C -3.002 -1.433 3.186 0.003
C -2.247 -0.548 3.944 -0.001
C -1.314 0.272 3.336 0.002
C -0.502 1.227 4.176 0.000
N -0.368 0.928 -0.901 0.010
C -0.310 1.555 -2.179 0.000
C -0.465 2.931 -2.363 -0.002
C -0.476 3.494 -3.629 0.000
C -0.342 2.689 -4.747 -0.002
C -0.237 1.318 -4.572 0.000
C -0.231 0.732 -3.311 -0.001
C -0.242 -0.769 -3.207 0.007
H -2.078 4.683 1.590 0.000
H -1.852 2.991 2.031 0.000
H -1.539 3.508 0.390 0.000
H -0.625 5.508 3.330 0.000
H 1.660 6.121 4.005 0.000
H 3.604 5.086 2.854 0.000
H 3.207 3.403 1.080 0.000
H 1.375 2.803 -0.734 0.000
H 0.383 1.539 2.121 0.000
H -3.410 -2.213 1.260 0.000
H -3.745 -2.058 3.666 0.000
H -2.391 -0.480 5.015 0.000
H -0.819 1.172 5.216 0.000
H -0.608 2.267 3.859 0.000
H 0.567 0.988 4.156 0.000
H -0.619 3.576 -1.510 0.000
H -0.611 4.562 -3.734 0.000
H -0.349 3.114 -5.740 0.000
H -0.174 0.671 -5.438 0.000
H -0.149 -1.219 -4.196 0.001
H -1.230 -1.130 -2.855 0.000
H 0.556 -1.178 -2.590 0.003
Cl 6.676 0.001 -1.603 0.000
C 5.135 -0.518 -0.993 0.000
C 3.974 -0.054 -1.591 0.000
C 2.747 -0.463 -1.094 0.000
C 2.668 -1.351 -0.024 0.000
C 1.335 -1.761 0.552 0.001
C 3.849 -1.801 0.556 0.000
C 5.085 -1.387 0.083 0.000
H 4.033 0.624 -2.431 0.000
H 1.839 -0.091 -1.544 0.000
H 0.839 -0.902 0.984 0.000
H 1.462 -2.510 1.334 0.000
H 3.807 -2.484 1.396 0.000
H 6.001 -1.736 0.538 0.000
```

Properties
Orbital gap (alpha / beta): 0.23937 / 0.21939 Eh
Multiplicity: 2
Relative energy (zero: lowest compared OMol25 entry of this formula, charge and spin): 26.01 kcal/mol
Total energy: -2773.91270 Eh
Max |F|: 0.0136 Eh/bohr

Computed, not measured: a molecular structure, C38H44BaN4O4 in a non-equilibrium geometry, with the ωB97M-V functional and the def2-TZVPD basis.

XYZ file:
```
91
Properties=species:S:1:pos:R:3:mulliken_charge:R:1
Ba -0.338 -0.225 0.061 2.145
C 1.456 4.617 -4.288 -1.008
C 0.973 3.307 -4.910 -1.057
C 1.093 2.132 -3.991 0.186
C 2.070 1.173 -3.971 0.269
C 3.272 1.056 -4.854 -0.929
C 4.542 1.615 -4.213 -1.016
C 1.801 0.326 -2.805 -0.155
C 2.623 -0.730 -2.321 -0.361
C 2.790 -1.216 -1.009 0.233
C 3.680 -2.290 -0.547 0.608
C 4.462 -3.213 -1.429 -1.156
C 5.832 -2.643 -1.802 -1.056
C 3.671 -2.250 0.812 0.181
C 2.772 -1.151 1.198 0.582
C 2.592 -0.601 2.491 -0.745
C 1.749 0.452 2.924 0.463
N 0.651 0.883 2.292 -0.241
C 0.144 1.974 2.895 0.178
C -0.918 2.766 2.411 -0.257
C -1.434 2.906 1.093 -0.015
N -0.826 2.401 0.013 -0.752
C -1.399 2.869 -1.110 0.184
C -0.849 2.683 -2.402 -0.369
C 0.227 1.873 -2.839 -0.040
N 0.697 0.785 -2.204 -0.218
C -2.507 3.745 -0.724 0.543
C -2.528 3.769 0.641 0.585
C -3.463 4.515 1.542 -1.195
C -2.921 5.886 1.953 -0.963
C -3.412 4.467 -1.672 -1.090
C -2.857 5.823 -2.115 -0.890
C 0.985 2.267 4.066 0.060
C 1.972 1.324 4.086 0.400
C 3.145 1.262 5.014 -1.109
C 4.407 1.892 4.429 -1.106
C 0.787 3.412 5.010 -1.001
C -0.233 3.107 6.108 -1.203
N 2.281 -0.607 0.078 -0.879
C 4.342 -3.187 1.765 -1.047
C 3.369 -4.221 2.331 -1.211
H 1.359 5.448 -4.993 0.377
H 2.503 4.541 -3.990 0.242
H 0.886 4.862 -3.390 0.215
H 1.542 3.116 -5.826 0.391
H -0.070 3.420 -5.224 0.337
H 3.086 1.570 -5.802 0.430
H 3.433 0.004 -5.111 0.348
H 4.448 2.689 -4.035 0.251
H 5.419 1.448 -4.846 0.359
H 4.724 1.146 -3.244 0.239
H 3.303 -1.162 -3.053 0.341
H 3.891 -3.416 -2.338 0.424
H 4.586 -4.180 -0.934 0.449
H 5.723 -1.675 -2.296 0.204
H 6.382 -3.307 -2.473 0.362
H 6.439 -2.480 -0.909 0.302
H 3.274 -0.985 3.246 0.204
H -1.342 3.457 3.137 0.317
H -1.259 3.348 -3.160 0.337
H -3.648 3.919 2.440 0.400
H -4.437 4.633 1.058 0.398
H -1.953 5.780 2.447 0.216
H -3.594 6.406 2.640 0.363
H -2.767 6.523 1.080 0.188
H -4.397 4.604 -1.215 0.413
H -3.579 3.844 -2.555 0.384
H -2.720 6.488 -1.261 0.198
H -3.519 6.318 -2.831 0.360
H -1.879 5.702 -2.587 0.151
H 3.353 0.219 5.275 0.380
H 2.890 1.759 5.956 0.439
H 4.680 1.414 3.487 0.248
H 5.253 1.802 5.117 0.372
H 4.252 2.952 4.215 0.301
H 0.459 4.290 4.447 0.384
H 1.742 3.689 5.468 0.427
H -1.207 2.868 5.679 0.291
H -0.356 3.956 6.787 0.377
H 0.078 2.241 6.696 0.312
H 4.787 -2.619 2.589 0.377
H 5.174 -3.692 1.264 0.384
H 2.545 -3.735 2.854 0.270
H 3.868 -4.901 3.027 0.404
H 2.915 -4.810 1.532 0.333
O -4.159 -2.698 0.035 -0.725
C -3.021 -2.237 0.046 0.411
O -2.702 -0.996 0.032 -0.739
C -1.775 -3.260 0.082 0.374
O -2.008 -4.465 0.018 -0.722
O -0.622 -2.712 0.174 -0.643
```

Properties
Orbital gap: 0.20328 Eh
Relative energy (zero: lowest compared OMol25 entry of this formula, charge and spin): 23.50 kcal/mol
Net charge: -2
Total energy: -2020.09159 Eh
Max |F|: 0.0216 Eh/bohr

Computed, not measured: 14 unconnected molecules or ions with the total composition C43H110N18O14 in a non-equilibrium geometry, with the ωB97M-V functional and the def2-TZVPD basis.

XYZ file:
```
185
Properties=species:S:1:pos:R:3:mulliken_charge:R:1
C 3.193 -6.056 -0.300 0.722
O 4.303 -6.330 -0.798 -0.859
N 3.004 -6.060 1.060 -0.296
N 2.082 -5.787 -1.035 -0.283
H 2.138 -5.727 1.447 0.134
H 3.773 -6.346 1.627 0.175
H 1.260 -5.455 -0.552 -0.007
H 2.140 -5.675 -2.026 0.234
C 2.769 -1.841 -6.295 0.487
O 3.860 -2.315 -6.575 -0.670
N 1.700 -2.585 -5.806 -0.323
N 2.404 -0.539 -6.527 -0.309
H 2.004 -3.476 -5.455 0.178
H 0.798 -2.163 -5.734 0.232
H 1.559 -0.149 -6.129 0.208
H 3.119 0.041 -6.932 0.210
C 7.158 -5.487 -1.095 0.458
O 8.338 -5.139 -1.092 -0.712
N 6.671 -6.482 -0.251 -0.291
N 6.247 -5.115 -2.083 -0.268
H 7.348 -6.906 0.356 0.156
H 5.698 -6.723 -0.144 0.274
H 5.274 -5.282 -1.935 0.367
H 6.611 -4.547 -2.825 0.173
C 6.555 3.609 1.392 0.551
O 6.078 4.720 1.157 -0.631
N 5.799 2.562 1.884 -0.288
N 7.901 3.348 1.215 -0.454
H 6.254 1.677 1.981 0.149
H 4.822 2.655 2.077 0.204
H 8.355 4.197 0.902 0.253
H 8.241 2.466 0.884 0.224
C -0.894 -4.304 2.544 0.573
O -0.383 -4.933 1.575 -0.726
N -2.174 -3.824 2.528 -0.200
N -0.128 -3.962 3.639 -0.378
H -2.596 -3.514 3.381 0.150
H -2.769 -3.942 1.721 0.038
H 0.856 -4.133 3.596 0.206
H -0.482 -3.313 4.316 0.181
C -0.583 -3.703 -1.892 -0.075
O -1.639 -4.343 -1.993 -0.852
N -0.012 -3.029 -2.938 0.197
N 0.105 -3.597 -0.723 1.072
H 0.860 -2.584 -2.746 -0.582
H -0.467 -2.840 -3.807 0.363
H -0.251 -4.031 0.154 0.372
H 0.836 -2.927 -0.505 -0.885
C -0.321 1.403 -5.140 0.610
O -0.264 0.285 -5.709 -0.808
N 0.220 2.543 -5.665 -0.328
N -1.050 1.511 -3.987 0.096
H 0.107 3.362 -5.093 0.150
H 0.511 2.593 -6.618 0.234
H -1.548 0.733 -3.604 0.121
H -1.146 2.397 -3.534 -0.270
C -5.685 0.472 5.719 -1.746
C -4.763 1.659 5.353 2.093
C -3.975 2.056 6.603 -1.354
C -2.774 2.964 6.320 -0.903
C -1.877 2.430 5.236 -1.156
C -2.613 1.947 3.955 1.955
N -3.843 1.236 4.308 -0.042
O -4.569 0.818 3.157 -0.465
C -2.860 3.186 3.074 -2.036
C -1.614 1.010 3.279 -1.654
C -5.621 2.877 4.956 -2.067
H -5.584 0.175 6.765 0.451
H -5.461 -0.420 5.141 0.229
H -6.725 0.762 5.567 0.368
H -4.670 2.698 7.148 0.460
H -3.598 1.254 7.238 0.451
H -2.289 3.205 7.269 0.423
H -3.136 3.962 6.027 0.312
H -1.285 1.609 5.656 0.490
H -1.153 3.153 4.849 0.391
H -3.720 3.048 2.417 0.476
H -3.083 4.094 3.641 0.259
H -1.953 3.421 2.519 0.520
H -0.728 1.601 3.015 0.154
H -1.288 0.222 3.952 0.647
H -1.939 0.632 2.306 0.053
H -5.038 3.799 4.916 0.382
H -6.460 3.046 5.631 0.583
H -6.064 2.725 3.968 0.304
H -4.566 1.585 2.561 0.113
C -0.001 7.324 -1.112 -1.879
C 0.025 6.060 -1.977 1.652
C 1.062 5.016 -1.532 -1.533
C 0.689 4.168 -0.326 -0.343
C -0.665 3.512 -0.549 0.787
C -1.755 4.417 -1.091 1.596
N -1.309 5.459 -2.045 0.487
O -2.303 6.219 -2.624 -0.475
C -2.808 3.588 -1.837 -2.129
C -2.442 5.137 0.090 -1.413
C 0.449 6.394 -3.418 -1.686
H -0.846 7.961 -1.378 0.370
H 0.858 7.946 -1.387 0.500
H 0.041 7.076 -0.055 0.320
H 1.347 4.394 -2.381 0.147
H 1.936 5.614 -1.252 0.612
H 0.835 4.661 0.637 0.328
H 1.471 3.404 -0.230 0.026
H -0.974 3.079 0.406 -0.692
H -0.516 2.712 -1.286 0.023
H -2.350 3.229 -2.744 0.673
H -3.170 2.759 -1.227 0.168
H -3.623 4.228 -2.170 0.534
H -1.762 5.636 0.778 0.315
H -3.141 5.892 -0.283 0.598
H -3.076 4.414 0.609 -0.044
H 0.274 5.583 -4.122 0.209
H 1.449 6.805 -3.564 0.345
H -0.219 7.208 -3.736 0.455
H -2.666 6.740 -1.883 0.392
C 3.639 -0.201 1.172 -1.458
C 2.519 -0.806 0.327 2.887
C 1.960 0.196 -0.693 0.044
C 2.801 0.391 -1.963 -1.242
C 2.955 -0.936 -2.683 -0.143
C 3.535 -1.977 -1.732 1.338
N 2.880 -2.016 -0.410 1.816
O 3.371 -3.087 0.358 -0.427
C 3.366 -3.359 -2.398 1.076
C 5.061 -1.699 -1.549 -1.517
C 1.335 -1.109 1.244 -2.072
H 4.344 0.391 0.585 0.476
H 3.185 0.518 1.855 0.199
H 4.110 -0.964 1.793 0.122
H 0.995 -0.201 -1.020 -0.528
H 1.864 1.199 -0.272 -0.730
H 2.254 1.104 -2.587 0.561
H 3.718 0.924 -1.689 0.338
H 3.621 -0.738 -3.523 0.465
H 2.001 -1.285 -3.071 -0.909
H 2.307 -3.608 -2.388 -0.489
H 3.849 -4.101 -1.766 -1.428
H 3.795 -3.534 -3.384 0.426
H 5.538 -2.639 -1.287 0.302
H 5.139 -0.974 -0.737 0.255
H 5.509 -1.246 -2.429 0.235
H 1.571 -1.960 1.898 0.523
H 1.053 -0.330 1.959 0.057
H 0.408 -1.379 0.738 -0.033
H 4.272 -2.789 0.602 0.321
C -2.591 -0.622 -1.276 -1.519
C -3.817 -0.817 -0.385 2.818
C -4.970 0.056 -0.866 -0.718
C -6.354 -0.330 -0.362 -0.488
C -6.648 -1.818 -0.582 -1.709
C -5.535 -2.730 -0.055 1.831
N -4.216 -2.214 -0.437 -0.003
O -3.184 -3.063 0.035 0.182
C -5.664 -2.996 1.442 -1.283
C -5.755 -4.021 -0.857 -2.143
C -3.408 -0.341 1.036 -0.799
H -2.817 -1.060 -2.259 1.078
H -1.723 -1.083 -0.814 -0.990
H -2.499 0.423 -1.587 -0.283
H -4.836 1.044 -0.411 -0.072
H -4.915 0.190 -1.950 0.515
H -7.172 0.286 -0.733 0.642
H -6.377 -0.215 0.731 -0.208
H -6.972 -1.909 -1.621 0.356
H -7.546 -2.003 0.021 0.586
H -6.221 -2.191 1.924 0.265
H -6.177 -3.938 1.653 0.584
H -4.689 -3.158 1.901 -0.196
H -5.072 -4.816 -0.510 0.432
H -6.713 -4.432 -0.531 0.474
H -5.522 -3.990 -1.917 0.419
H -4.227 0.099 1.610 0.186
H -2.628 0.425 1.000 -0.264
H -3.012 -1.177 1.617 0.581
H -2.849 -3.496 -0.782 -0.009
O 5.824 -3.487 2.600 -0.603
H 5.428 -3.239 3.444 0.300
H 5.942 -4.444 2.655 0.284
O 2.036 3.363 2.419 -0.494
H 1.872 3.752 3.289 0.303
H 2.054 2.412 2.580 0.184
O 8.715 -1.392 -3.653 -0.628
H 7.862 -1.573 -4.065 0.315
H 9.302 -2.073 -4.004 0.321
```

Properties
Orbital gap: 0.29203 Eh
Relative energy (zero: lowest compared OMol25 entry of this formula, charge and spin): 0.00 kcal/mol
Total energy: -3743.40732 Eh
Max |F|: 0.0652 Eh/bohr

Computed, not measured: a single C6H8N2 molecule in a non-equilibrium geometry, with the ωB97M-V functional and the def2-TZVPD basis.

XYZ file:
```
16
Properties=species:S:1:pos:R:3:mulliken_charge:R:1
C -0.866 1.321 -0.656 -0.902
C -0.969 -0.785 0.606 -1.054
C 0.009 -0.459 1.712 -0.138
C 0.809 -0.202 2.578 0.056
C 0.478 -0.612 -1.342 -0.533
C 1.733 -0.070 -0.780 0.362
H -0.934 1.657 -1.746 0.270
H -0.052 1.814 -0.099 0.380
H -1.848 1.564 -0.209 0.307
H -0.908 -1.884 0.502 0.308
H -2.011 -0.534 0.936 0.351
H 1.567 -0.038 3.290 0.418
H 0.490 -1.684 -1.317 0.313
H 0.493 -0.235 -2.370 0.313
N -0.759 -0.166 -0.696 -0.007
N 2.768 0.314 -0.408 -0.444
```

Properties
Orbital gap: 0.38590 Eh
Relative energy (zero: lowest compared OMol25 entry of this formula, charge and spin): 63.25 kcal/mol
Total energy: -342.83313 Eh
Max |F|: 0.0464 Eh/bohr
SMILES: C#CCN(C)CC#N